Record 1
# C2H8N3O2P

2 unconnected molecules or ions with the total composition C2H8N3O2P in a non-equilibrium geometry (ωB97M-V/def2-TZVPD, the Open Molecules 2025 dataset).

Each line ends with the Mulliken spin population.
Positions of all 16 atoms, in Å:
C -1.741 0.363 -0.345  -0.084
C -3.084 0.410 0.309  0.106
N -1.027 -0.630 -0.197  1.048
N 2.934 0.361 -0.846  0.062
N 1.821 -1.421 0.743  0.000
O 0.993 1.108 0.836  0.020
O 0.574 -0.297 -1.295  0.821
P 1.489 0.032 -0.041  0.002
H -1.468 1.232 -0.939  0.048
H -3.846 0.372 -0.469  -0.009
H -3.180 1.349 0.847  -0.012
H -3.213 -0.428 0.988  -0.005
H 3.082 1.359 -0.890  -0.001
H 3.728 -0.090 -0.418  0.004
H 1.277 -1.512 1.588  0.000
H 1.663 -2.207 0.129  0.000

HOMO level (alpha / beta): -8.71 / -9.97 eV
2S+1: 3
Electronic energy: -20055.6658 eV
LUMO (alpha / beta): 0.038 / -0.114 hartree

---

Record 2
# C26H40F24O3PS

4 unconnected molecules or ions with the total composition C26H40F24O3PS in a non-equilibrium geometry (ωB97M-V/def2-TZVPD, the Open Molecules 2025 dataset).

Each line ends with the Mulliken charge.
Positions of all 95 atoms, in Å:
C 5.215 2.692 3.957  -0.993
C 5.121 2.239 2.385  0.097
C 4.046 1.047 2.061  -0.272
C 3.408 0.303 3.375  -0.514
C 2.417 -0.972 2.943  -0.729
C 0.818 -0.614 3.050  -0.385
C 0.322 0.612 2.070  -0.236
P -0.050 2.253 2.995  0.069
S 0.365 3.471 1.280  -0.507
C -1.927 2.168 2.656  -0.169
C -2.359 2.320 1.082  -0.919
C -2.663 0.806 3.224  0.306
C -3.996 1.302 4.103  -1.124
H 5.321 1.816 4.726  0.239
H 6.216 3.334 4.057  0.308
H 4.344 3.459 4.228  0.227
H 6.195 1.975 2.003  -0.108
H 4.750 3.199 1.782  0.160
H 3.258 1.467 1.298  0.046
H 4.651 0.207 1.466  0.268
H 4.314 -0.211 3.958  0.345
H 2.884 1.010 4.146  0.271
H 2.613 -1.834 3.746  0.314
H 2.717 -1.441 1.902  0.292
H 0.567 -0.462 4.186  0.352
H 0.227 -1.595 2.717  -0.058
H 1.169 0.845 1.290  0.132
H -0.591 0.191 1.451  -0.213
H -0.252 3.483 3.754  0.142
H 1.353 2.342 3.348  -0.298
H -0.299 1.540 4.249  0.135
H 0.353 2.562 0.183  0.096
H -2.423 3.084 3.235  0.431
H -1.706 1.692 0.331  0.145
H -3.461 1.869 0.996  0.229
H -2.477 3.458 0.749  0.216
H -3.096 0.173 2.323  -0.467
H -1.955 0.149 3.900  0.276
H -4.395 0.457 4.823  0.333
H -3.710 2.224 4.804  0.295
H -4.842 1.708 3.367  0.241
C -3.492 -3.456 0.796  -0.765
C -3.090 -2.394 -0.239  0.866
C -4.134 -1.311 -0.489  0.318
F -5.297 -1.813 -0.959  -0.237
F -3.694 -0.429 -1.426  -0.280
F -2.729 -3.013 -1.395  -0.288
F -1.952 -1.788 0.226  -0.233
O -4.022 -4.678 0.274  -0.440
C -5.415 -4.657 -0.033  0.727
C -5.699 -4.826 -1.531  0.256
F -5.099 -3.858 -2.269  -0.177
F -7.030 -4.743 -1.791  -0.329
F -5.970 -3.537 0.487  -0.265
F -5.960 -5.697 0.656  -0.309
H -2.568 -3.759 1.303  0.417
H -4.120 -3.046 1.597  0.361
H -4.344 -0.745 0.424  0.103
H -5.336 -5.793 -1.889  0.338
C 11.074 4.141 0.044  -0.688
C 11.043 3.840 1.550  0.874
C 10.912 2.363 1.908  0.093
F 9.771 1.815 1.433  -0.180
F 10.879 2.198 3.257  -0.280
F 10.063 4.581 2.133  -0.255
F 12.219 4.302 2.079  -0.337
O 9.833 4.542 -0.545  -0.411
C 8.964 3.476 -0.924  0.720
C 7.659 3.456 -0.120  0.266
F 7.889 3.347 1.213  -0.186
F 6.884 2.394 -0.467  -0.284
F 9.642 2.305 -0.861  -0.266
F 8.688 3.675 -2.241  -0.303
H 11.726 5.015 -0.083  0.411
H 11.565 3.349 -0.534  0.326
H 11.759 1.785 1.525  0.254
H 7.084 4.372 -0.287  0.274
C -6.813 -3.197 -5.070  -0.341
C -6.123 -4.196 -6.011  0.890
C -5.384 -3.567 -7.188  0.086
F -6.204 -2.859 -7.995  -0.215
F -4.820 -4.528 -7.968  -0.285
F -7.034 -5.115 -6.430  -0.297
F -5.213 -4.895 -5.262  -0.304
O -8.210 -2.983 -5.290  -0.439
C -8.530 -2.030 -6.302  0.719
C -9.251 -2.654 -7.503  0.220
F -8.512 -3.635 -8.080  -0.209
F -9.487 -1.727 -8.470  -0.261
F -7.408 -1.356 -6.650  -0.279
F -9.343 -1.116 -5.704  -0.294
H -6.763 -3.634 -4.065  0.001
H -6.262 -2.252 -4.983  0.419
H -4.581 -2.908 -6.845  0.290
H -10.208 -3.088 -7.200  0.232

HOMO level: -3.88 eV
Electronic energy: -119090.0286 eV
LUMO: 0.069 hartree
Charge: -1

---

Record 3
# C10H11BrN2O

C10H11BrN2O in the gas phase in a non-equilibrium geometry (ωB97M-V/def2-TZVPD, the Open Molecules 2025 dataset).

Each line ends with the Mulliken charge.
Positions of all 25 atoms, in Å:
Br -4.929 0.675 1.616  -0.221
N 1.799 0.332 0.364  -0.918
O 1.750 1.269 -1.611  -0.450
C 2.050 1.380 -0.373  0.520
C -2.971 -0.623 -0.127  -0.452
C -2.091 0.601 1.625  -0.257
C -1.611 -0.934 -0.608  -0.409
C -0.771 0.355 1.292  -0.606
C -3.139 0.194 0.936  -0.024
C -0.465 -0.306 0.055  -0.032
N 2.682 2.404 0.135  -0.425
C 1.364 -1.992 -0.028  -1.824
C 1.182 -0.065 -1.774  -0.680
C 1.008 -0.542 -0.378  2.006
H -3.889 -1.001 -0.576  0.377
H -2.352 1.177 2.519  0.331
H -1.639 -1.598 -1.555  0.233
H -0.108 0.756 2.032  0.442
H 2.612 3.253 -0.353  0.241
H 2.848 2.508 1.106  0.223
H 1.001 -2.296 0.957  0.362
H 1.061 -2.648 -0.833  0.398
H 2.445 -2.045 0.152  0.454
H 0.272 -0.100 -2.343  0.374
H 1.891 -0.758 -2.232  0.337

HOMO level: -8.55 eV
SMILES: C[C@]1(c2ccc(Br)cc2)COC(N)=N1
Electronic energy: -85617.3071 eV
LUMO: 0.027 hartree

---

Record 4
# C5H12Si

2 unconnected molecules or ions with the total composition C5H12Si in a non-equilibrium geometry (ωB97M-V/def2-TZVPD, the Open Molecules 2025 dataset).

Each line ends with the Mulliken charge.
Positions of all 18 atoms, in Å:
C 1.598 0.362 1.009  -0.948
C 0.417 0.305 0.425  0.564
C -0.623 1.446 0.649  -1.084
C 0.096 -0.161 -2.106  -1.037
C -0.044 -0.646 -0.632  -0.749
Si -0.203 -1.679 2.364  0.191
H 2.354 -0.394 0.846  0.324
H 1.909 1.205 1.588  0.284
H -1.114 1.222 1.653  0.257
H -1.250 1.466 -0.186  0.381
H -0.003 2.437 0.858  0.264
H 1.133 0.023 -2.497  0.293
H -0.468 0.801 -2.226  0.272
H -0.098 -0.991 -2.810  0.356
H 0.700 -1.361 -0.547  0.438
H -0.962 -1.068 -0.323  0.405
H 1.096 -2.206 3.060  -0.095
H -0.343 -2.726 1.465  -0.116

HOMO level: -7.91 eV
Electronic energy: -13253.0784 eV
LUMO: -0.003 hartree